DFT (ωB97M-V/def2-TZVPD) results for C36H40N6O4Ti as an isolated structure.

Total charge ... 0
E_LUMO (spin up / spin down) ... 0.0 / 0.0 eV
Energy relative to the best compared isomer or geometry (same formula, charge and spin) ... 111.3 kJ/mol
Spin multiplicity ... 3
Total energy ... -78228.9988 eV

Atoms and positions in Å:
Ti 0.81 0.34 -0.84
O 0.33 0.84 0.93
O 2.03 -0.83 0.07
O -0.14 1.58 -1.68
O -0.64 -0.82 -0.93
N 1.33 -2.78 3.49
N -1.08 -0.26 -3.77
N -2.00 -0.23 -2.76
N -0.70 -0.50 3.04
N 2.31 1.87 -0.68
N 1.88 -0.45 -2.45
C 1.66 -2.96 1.03
C 1.79 -2.10 -0.11
C 0.99 -6.33 -0.71
C 0.66 4.24 3.25
C -1.14 -2.92 2.98
C -5.29 -0.30 0.92
C 0.51 1.89 1.70
C 2.57 0.29 -3.51
C -1.02 2.20 -3.72
C 2.19 2.85 0.13
C -0.93 3.84 -1.81
C 1.77 -2.33 2.28
C 0.09 -3.53 3.66
C 0.69 5.52 4.05
C -0.11 1.91 2.99
C 1.39 -4.33 0.79
C 1.37 -4.00 -1.59
C 2.74 1.76 -3.14
C -5.37 -0.87 -0.34
C -1.81 -0.55 -1.55
C -4.06 0.16 1.38
C -0.73 0.77 3.55
C 1.25 -4.85 -0.50
C -2.93 0.04 0.59
C -3.02 -0.53 -0.68
C 1.62 -2.62 -1.40
C -0.12 0.82 -5.66
C 1.87 -1.74 -2.51
C -0.05 3.13 3.70
C -1.59 -1.55 3.49
C 3.33 1.97 -1.74
C 1.31 2.95 1.29
C -0.72 2.51 -2.45
C -0.76 0.87 -4.30
C -4.25 -0.98 -1.14
C 1.37 4.13 2.07
H -0.08 -3.59 4.74
H -2.61 -1.38 3.12
H 2.85 3.71 -0.01
H 0.22 -4.55 3.30
H 0.03 4.33 -1.63
H 3.42 2.21 -3.87
H -0.85 1.14 -6.41
H -1.20 0.87 4.52
H -0.57 3.18 4.65
H -1.96 -3.63 3.11
H -1.56 4.48 -2.42
H 0.07 -6.49 -1.27
H 3.82 2.95 -1.68
H -1.40 2.98 -4.37
H 0.14 6.31 3.54
H 2.17 -2.22 -3.45
H 0.74 1.50 -5.73
H -0.36 -0.57 2.09
H -1.40 3.69 -0.83
H 3.55 -0.15 -3.65
H 0.90 -6.85 0.24
H 1.81 -6.79 -1.27
H 1.32 -5.00 1.63
H -1.98 0.42 0.93
H -0.95 -2.84 1.90
H -6.17 -0.21 1.54
H -1.64 -1.53 4.58
H 2.00 4.95 1.73
H 4.09 1.21 -1.54
H -6.33 -1.24 -0.71
H 1.71 5.87 4.20
H 1.25 -4.39 -2.60
H 2.22 -1.35 2.29
H 0.18 -0.20 -5.89
H 1.45 -2.07 4.20
H 0.23 5.38 5.03
H 2.02 0.20 -4.45
H -3.99 0.63 2.36
H 1.79 2.29 -3.21
H -4.31 -1.40 -2.14

Results of the Mulliken charge analysis, in e, for atoms 1 through 2: number 1, Ti, carries -1.37; number 2, O, carries 1.06